# 1
40
Properties=species:S:1:pos:R:3:mulliken_spin:R:1 method="wB97M-V/def2-TZVPD" charge=-2 spin_multiplicity=2 homo_ha="-0.070 / -0.098"
Hg 1.1914 -0.1691 -0.0959 -0.003
Cl -0.5568 -0.0484 -3.0389 0.003
C -0.2824 -1.6443 -2.4133 -0.003
C 0.3133 -1.7966 -1.1687 0.001
C 0.5468 -3.0950 -0.7474 0.001
Cl 1.3242 -3.3561 0.7917 0.000
C 0.1898 -4.2106 -1.5027 0.001
Cl 0.4764 -5.8185 -0.9161 0.000
C -0.4062 -4.0252 -2.7458 -0.001
Cl -0.8429 -5.3956 -3.7171 0.000
C -0.6397 -2.7319 -3.2083 0.001
Cl -1.3589 -2.4999 -4.7683 0.000
Br 2.0349 1.3821 3.1081 0.000
C 2.4985 0.7320 1.2911 0.001
Br 3.1380 0.2366 -2.1205 0.000
H 3.3238 0.0574 1.4829 0.000
H 2.8776 1.6159 0.7910 -0.001
O -2.0586 4.0411 -0.1547 0.146
C -1.3331 3.0878 -0.0178 0.202
O -0.1899 2.7622 0.1882 0.143
C -2.4777 1.3420 -0.0983 0.169
O -3.6378 1.6592 -0.1832 0.161
O -1.7327 0.3963 -0.0641 0.167
C -1.2391 3.1568 3.5245 0.001
C -2.0126 1.8790 3.4570 -0.007
C -3.3548 1.7949 3.2736 0.012
C -3.9193 0.5009 3.2043 0.001
N -3.2335 -0.6017 3.3957 0.001
C -1.8783 -0.5283 3.5995 0.001
S -0.9074 -1.8597 3.8560 0.000
N -1.3143 0.7327 3.5903 -0.002
C -5.3713 0.3480 2.8599 -0.005
H -1.9166 4.0081 3.5055 -0.002
H -0.5565 3.2229 2.6745 0.013
H -0.6337 3.1852 4.4333 0.000
H -3.9516 2.6820 3.1181 -0.003
H -0.2961 0.7993 3.6211 0.000
H -5.9834 1.1054 3.3541 0.000
H -5.7101 -0.6507 3.1274 0.000
H -5.4697 0.4797 1.7798 0.004



# 2
38
Properties=species:S:1:pos:R:3:mulliken_charge:R:1 method="wB97M-V/def2-TZVPD" smiles="O=C(Cn1cc([N+](=O)[O-])cn1)Nc1ccn(Cc2c(F)c(F)cc(F)c2F)n1" spin_multiplicity=1 homo_ha=-0.334
O 3.5538 2.1739 2.8157 -0.637
C 2.5598 1.7882 2.2495 0.409
C 2.0358 2.4674 0.9812 -0.386
N 0.6429 2.7913 1.0900 0.770
C -0.3024 2.5137 0.1926 -0.436
C -1.5104 2.8746 0.7799 0.114
N -2.7912 2.6735 0.2425 1.011
O -2.8657 1.9669 -0.7523 -0.629
O -3.7416 3.1740 0.8063 -0.623
C -1.1586 3.3689 2.0560 -0.555
N 0.1391 3.2959 2.2183 -1.091
N 1.8584 0.7229 2.7222 -0.104
C 0.7837 0.0198 2.2077 0.534
C -0.0057 -0.8902 2.9406 -1.235
C -0.9292 -1.3506 2.0341 -0.203
N -0.6780 -0.7354 0.8638 0.715
C -1.3634 -0.9110 -0.3920 -0.536
C -0.4952 -1.6980 -1.3434 0.300
C 0.4372 -1.0719 -2.1629 0.415
F 0.5362 0.2620 -2.1494 -0.300
C 1.2669 -1.8113 -2.9998 0.048
F 2.1542 -1.1851 -3.7776 -0.300
C 1.1869 -3.1916 -3.0344 -0.380
C 0.2678 -3.8261 -2.2181 0.187
F 0.1816 -5.1585 -2.2372 -0.299
C -0.5585 -3.0875 -1.3783 0.065
F -1.4371 -3.7163 -0.5862 -0.331
N 0.3709 0.0864 0.9501 -0.417
H 2.1664 1.7973 0.1289 0.259
H 2.6334 3.3739 0.8423 0.322
H -0.0919 2.1187 -0.7785 0.732
H -1.8039 3.7437 2.8233 0.535
H 2.1946 0.3804 3.6149 0.204
H 0.0925 -1.1510 3.9731 0.421
H -1.7309 -2.0520 2.1424 0.463
H -1.6009 0.0692 -0.8193 -0.034
H -2.2919 -1.4516 -0.2008 0.510
H 1.8297 -3.7626 -3.6841 0.482



# 3
32
Properties=species:S:1:pos:R:3:mulliken_charge:R:1 method="wB97M-V/def2-TZVPD" spin_multiplicity=1 homo_ha=-0.257
O 6.7166 1.1642 -0.2965 -0.521
C 5.5206 1.0246 -0.0327 0.402
C 4.9974 -0.3600 -0.1202 -0.594
C 3.6081 -0.6349 -0.1200 -0.477
C 2.6456 0.5024 -0.0024 0.260
C 1.2619 0.3603 -0.1430 -0.178
N 0.5952 -0.8421 -0.3910 -0.270
N -0.7988 -0.9038 -0.4440 0.146
C -1.5118 -1.3470 0.6897 0.162
O -0.8903 -2.0427 1.7058 -0.643
C -2.7705 -0.8865 0.5414 1.078
C -3.8188 -0.9445 1.4226 -0.939
C -5.0209 -0.3087 1.0489 -0.522
C -5.1453 0.3642 -0.1657 -0.643
C -4.0531 0.3963 -1.0499 -0.414
C -2.8576 -0.2263 -0.6989 0.253
C -1.6317 -0.2858 -1.3365 -0.022
O -1.2524 0.3215 -2.5219 -0.514
C 3.1832 1.9421 0.1527 0.638
O 2.3684 2.8833 0.1302 -0.588
C 4.6327 2.1697 0.2447 0.408
O 5.1440 3.2501 0.4746 -0.447
H 5.7418 -1.1424 -0.2439 0.394
H 3.2355 -1.6939 -0.1455 0.173
H 0.6622 1.3328 -0.0885 0.394
H 1.0428 -1.6915 0.0008 0.329
H -1.5349 -2.3847 2.3596 0.333
H -3.6915 -1.4275 2.3715 0.244
H -5.8458 -0.3751 1.7399 0.383
H -6.0999 0.8133 -0.4434 0.374
H -4.1235 0.8631 -2.0139 0.454
H -0.3089 0.1095 -2.6242 0.347



# 4
39
Properties=species:S:1:pos:R:3:mulliken_spin:R:1 method="wB97M-V/def2-TZVPD" charge=-2 spin_multiplicity=2 homo_ha="-0.054 / -0.053"
Mn -0.1360 0.5782 0.3522 1.032
C -1.4439 -0.9758 1.0210 0.005
C -0.5926 -0.5637 2.0763 -0.022
C -0.8794 0.7926 2.3784 0.023
C -1.9118 1.2175 1.5095 -0.018
C -2.2607 0.1453 0.6697 -0.018
H -1.4526 -1.9487 0.5524 0.003
H 0.1636 -1.1721 2.5475 0.001
H -0.3706 1.4049 3.1064 -0.001
H -2.2753 2.2294 1.4168 -0.001
H -2.9940 0.1718 -0.1217 -0.002
O 4.3840 4.6254 -0.4352 0.003
C 3.4803 3.8309 -0.2668 0.001
C 2.0191 4.0750 -0.5624 0.001
O 1.5286 5.1282 -0.9489 0.008
C 1.3414 2.8311 -0.2130 -0.001
C 2.2778 1.8467 0.1959 -0.003
O 1.8854 0.6800 0.5308 -0.017
C 3.6354 2.3896 0.1687 0.001
O 4.6829 1.8513 0.4921 -0.004
O 0.0956 2.5643 -0.2389 0.000
N 0.3935 -0.8995 -5.6784 0.000
C 0.3019 -0.5425 -4.3338 -0.001
C -0.4460 0.5667 -3.9379 0.000
C -0.5545 0.8584 -2.5939 -0.002
N 0.0379 0.1300 -1.6443 -0.015
C 0.7607 -0.9311 -2.0255 0.000
C 0.9038 -1.3095 -3.3432 0.007
H 0.3377 -0.1228 -6.3177 0.000
H 1.1684 -1.5087 -5.8887 0.000
H -0.9436 1.1928 -4.6683 0.000
H -1.1064 1.7214 -2.2467 0.002
H 1.1916 -1.5318 -1.2346 0.018
H 1.4412 -2.2203 -3.5741 0.000
F 0.7887 -3.5110 -0.8421 0.000
B 0.1839 -4.3828 -1.7727 0.000
F 0.7737 -4.1717 -3.0450 0.000
F -1.1958 -4.1156 -1.8475 0.000
F 0.3890 -5.7203 -1.3800 0.000



# 5
35
Properties=species:S:1:pos:R:3:mulliken_spin:R:1 method="wB97M-V/def2-TZVPD" charge=+4 spin_multiplicity=6 homo_ha="-0.742 / -0.742"
Yb 6.1655 -1.3443 -0.6887 -0.002
Mn 1.7670 -1.3952 -1.0978 3.235
Cl 4.1469 0.1287 -0.5317 -0.004
Cl 3.0188 -3.2326 -0.9108 0.028
C 0.3685 -2.1555 -2.0862 -0.138
C 6.7632 -0.1380 -2.6484 0.000
C 6.3119 -2.5507 -2.7625 0.001
O -0.4641 -2.7586 -2.6410 0.000
O 6.8079 0.3082 -3.7310 0.000
O 6.3251 -2.9037 -3.8706 0.000
N 0.8351 0.0816 -0.3339 -0.033
S -0.7581 0.4070 -0.7266 0.010
C -1.6501 -0.8481 0.2093 0.038
C -1.0055 -1.8172 0.9770 0.221
C -1.7678 -2.7657 1.6660 0.166
C -3.1617 -2.7501 1.5827 0.011
C -3.8085 -1.7791 0.8029 0.246
C -3.0487 -0.8350 0.1092 0.224
C -1.0854 1.9004 0.2044 0.032
C -1.3637 1.8747 1.5738 0.199
C -1.6045 3.0800 2.2451 0.207
C -1.5413 4.3001 1.5600 -0.008
C -1.2286 4.3157 0.1890 0.278
C -0.9924 3.1194 -0.4873 0.229
H 1.2723 0.8523 0.1793 0.010
H 0.0833 -1.8401 1.0437 -0.006
H -1.2650 -3.5228 2.2749 0.000
H -3.7540 -3.4839 2.1283 0.006
H -4.8960 -1.7489 0.7266 -0.005
H -3.5167 -0.0802 -0.5244 0.004
H -1.4394 0.9207 2.0901 0.044
H -1.8487 3.0659 3.3050 -0.002
H -1.7117 5.2380 2.0859 0.008
H -1.1769 5.2573 -0.3526 -0.002
H -0.7766 3.0998 -1.5595 0.005



# 6
34
Properties=species:S:1:pos:R:3:mulliken_spin:R:1 method="wB97M-V/def2-TZVPD" charge=+2 spin_multiplicity=2 homo_ha="-0.596 / -0.605"
Ir 0.1365 1.2376 0.1687 0.044
O 2.0596 2.9788 -3.0392 0.000
C 1.6064 2.3752 -1.9904 -0.001
O 0.4088 2.3991 -1.6486 0.003
C 2.6289 1.6469 -1.1741 0.002
C 3.9890 1.5291 -1.3595 -0.001
C 4.7111 0.8034 -0.4025 0.002
C 4.0811 0.2306 0.6968 0.001
C 2.7081 0.3912 0.8200 0.006
N 2.0567 1.0754 -0.1084 -0.003
C 1.8013 -0.1235 1.9408 -0.009
O 2.2204 -0.8324 2.7976 0.006
O 0.5227 0.3089 1.8645 0.005
H 1.3547 3.4479 -3.5236 0.000
H 4.4760 1.9875 -2.2090 0.000
H 5.7808 0.6948 -0.5216 0.000
H 4.6239 -0.3241 1.4506 0.000
C -4.0884 1.0459 1.0427 -0.004
C -2.7115 0.6275 0.6656 0.011
O -1.8453 1.5078 0.5855 0.022
C -2.3975 -0.7960 0.4023 0.068
C -3.3233 -1.7555 0.7315 0.066
C -3.1118 -3.1292 0.4687 0.248
C -1.9604 -3.5578 -0.1932 -0.040
C -1.0181 -2.6346 -0.5598 0.182
C -1.1837 -1.2449 -0.2399 0.146
O -0.1946 -0.5057 -0.6083 0.230
H -4.1472 2.1302 1.0318 0.000
H -4.3152 0.6964 2.0540 0.000
H -4.8289 0.6208 0.3654 0.000
H -4.2517 -1.4691 1.2050 0.012
H -3.8671 -3.8421 0.7713 -0.001
H -1.8136 -4.6065 -0.4117 0.005
H -0.1076 -2.9138 -1.0729 0.000